This record from the OMol25 dataset describes 12 unconnected molecules or ions with the total composition C39H71Cl22F7N3O3PS. The level of theory is the ωB97M-V functional and the def2-TZVPD basis.

energy	-13480.95814	Eh
HOMO energy	-0.3152	Eh
net charge	0
SMILES	CCCCCCCC[C@]1([PH2]=S)[C@@H](C(F)(F)C(F)(F)C(F)(F)F)NC(=O)[C@@]1(CCN)ON=O.ClCCCl.ClCCCl.ClCCCl.ClCCCl.ClCCCl.ClCCCl.ClCCCl.ClCCCl.ClCCCl.ClCCCl.ClCCCl
orbital gap	7.86	eV

Positions of all 147 atoms, in Å:
1 C 6.849 1.444 -0.807
2 C 5.747 0.224 -1.114
3 C 6.371 -0.632 -2.367
4 C 5.343 -1.778 -2.982
5 C 4.079 -0.990 -3.672
6 C 2.758 -1.917 -3.961
7 C 2.052 -2.560 -2.628
8 C 0.984 -1.574 -1.864
9 C -0.353 -1.194 -2.752
10 P -0.829 -2.565 -4.052
11 S -1.374 -4.255 -3.168
12 C -0.034 0.295 -3.357
13 C -0.475 0.686 -4.886
14 F -1.958 0.555 -5.139
15 F 0.186 -0.099 -5.954
16 C -0.142 2.292 -5.212
17 F -1.134 3.190 -4.568
18 F -0.327 2.442 -6.703
19 C 1.414 2.709 -4.908
20 F 1.566 3.230 -3.501
21 F 1.708 3.889 -5.804
22 F 2.421 1.679 -5.255
23 N -0.487 1.285 -2.301
24 C -1.861 0.850 -1.826
25 O -2.908 1.589 -1.405
26 C -1.758 -0.816 -1.936
27 C -1.899 -1.255 -0.363
28 C -0.948 -0.408 0.680
29 N -1.800 0.474 1.600
30 O -2.887 -1.103 -2.833
31 N -3.727 -2.023 -2.327
32 O -4.781 -1.387 -2.146
33 H 7.307 1.808 -1.822
34 H 6.199 2.343 -0.387
35 H 7.625 1.024 -0.038
36 H 5.565 -0.432 -0.143
37 H 4.736 0.771 -1.341
38 H 7.373 -1.149 -1.985
39 H 6.706 0.055 -3.283
40 H 5.048 -2.607 -2.210
41 H 5.972 -2.334 -3.831
42 H 3.732 -0.022 -3.106
43 H 4.465 -0.616 -4.737
44 H 3.129 -2.828 -4.628
45 H 1.989 -1.290 -4.581
46 H 1.603 -3.629 -2.910
47 H 2.905 -2.800 -1.829
48 H 1.609 -0.615 -1.524
49 H 0.709 -2.123 -0.840
50 H 0.329 -2.944 -4.873
51 H -1.826 -2.094 -5.005
52 H 1.150 0.361 -3.419
53 H 0.205 1.537 -1.551
54 H -1.607 -2.392 -0.281
55 H -3.006 -1.174 0.066
56 H -0.052 0.156 0.182
57 H -0.459 -1.222 1.404
58 H -2.225 -0.212 2.293
59 H -2.644 0.847 1.085
60 Cl 5.515 -2.388 0.564
61 C 6.561 -3.277 1.699
62 C 7.458 -2.348 2.502
63 Cl 8.702 -1.571 1.490
64 H 7.144 -4.004 1.125
65 H 5.899 -3.828 2.373
66 H 7.987 -2.916 3.272
67 H 6.882 -1.559 2.996
68 Cl 0.057 2.307 3.732
69 C -1.504 2.844 4.401
70 C -1.423 3.133 5.891
71 Cl -1.178 1.651 6.851
72 H -2.251 2.076 4.179
73 H -1.782 3.755 3.862
74 H -2.360 3.580 6.235
75 H -0.609 3.826 6.124
76 Cl 1.907 9.206 -4.299
77 C 2.565 7.552 -4.230
78 C 1.895 6.711 -3.155
79 Cl 2.307 7.268 -1.513
80 H 3.645 7.622 -4.073
81 H 2.392 7.103 -5.213
82 H 2.232 5.674 -3.230
83 H 0.805 6.724 -3.253
84 Cl 1.205 -1.365 7.743
85 C -0.425 -2.072 7.623
86 C -0.677 -2.708 6.265
87 Cl -0.778 -1.496 4.963
88 H -1.154 -1.286 7.842
89 H -0.499 -2.831 8.407
90 H -1.633 -3.240 6.276
91 H 0.108 -3.423 6.002
92 Cl 2.438 9.069 3.773
93 C 3.879 9.407 2.782
94 C 4.236 8.242 1.871
95 Cl 4.823 6.830 2.786
96 H 4.703 9.660 3.455
97 H 3.648 10.291 2.179
98 H 5.042 8.535 1.192
99 H 3.380 7.924 1.269
100 Cl -0.595 -3.633 11.415
101 C -2.225 -4.340 11.295
102 C -2.477 -4.976 9.937
103 Cl -2.578 -3.763 8.635
104 H -2.954 -3.554 11.513
105 H -2.299 -5.099 12.079
106 H -3.433 -5.508 9.947
107 H -1.692 -5.691 9.674
108 Cl -6.433 -6.209 -3.123
109 C -6.292 -5.579 -4.783
110 C -4.894 -5.063 -5.085
111 Cl -4.510 -3.585 -4.168
112 H -7.047 -4.799 -4.916
113 H -6.535 -6.406 -5.457
114 H -4.813 -4.807 -6.145
115 H -4.129 -5.812 -4.856
116 Cl -6.532 -0.470 0.686
117 C -7.419 -0.416 -0.858
118 C -8.868 0.005 -0.675
119 Cl -9.825 -1.232 0.180
120 H -7.341 -1.401 -1.329
121 H -6.901 0.307 -1.495
122 H -9.340 0.150 -1.651
123 H -8.949 0.941 -0.114
124 Cl 6.199 -2.533 6.630
125 C 4.908 -2.609 7.855
126 C 5.458 -2.804 9.259
127 Cl 6.181 -4.418 9.481
128 H 4.222 -3.415 7.576
129 H 4.362 -1.663 7.798
130 H 4.650 -2.717 9.990
131 H 6.220 -2.056 9.501
132 Cl 3.213 -1.156 -7.172
133 C 2.491 0.050 -8.266
134 C 2.445 -0.435 -9.706
135 Cl 4.070 -0.560 -10.426
136 H 3.061 0.979 -8.171
137 H 1.475 0.236 -7.904
138 H 1.882 0.274 -10.319
139 H 1.963 -1.414 -9.787
140 Cl -14.529 2.075 -0.563
141 C -13.482 1.186 0.571
142 C -12.586 2.114 1.375
143 Cl -11.342 2.891 0.362
144 H -12.899 0.459 -0.002
145 H -14.144 0.634 1.245
146 H -12.056 1.546 2.144
147 H -13.162 2.903 1.868

Atomic forces in eV per Å
C -1.618 -0.357 0.110
C 0.808 1.067 -0.225
C -0.145 -0.805 0.194
C 0.798 0.639 -0.559
C -0.205 -0.163 -1.026
C 0.589 -0.488 0.034
C 0.748 -0.450 0.197
C 0.578 -1.011 0.874
C -0.325 1.747 0.133
P 0.239 -1.543 0.368
S 0.389 0.827 -0.092
C 2.261 -0.247 0.300
C -2.014 0.577 -1.130
F 4.438 0.245 0.813
F -1.796 1.979 3.408
C -2.115 0.249 -1.898
F 3.740 -2.930 -2.091
F 0.676 -0.318 4.627
C 1.984 2.891 -0.465
F -0.206 -2.282 -4.884
F -0.749 -3.957 3.179
F -3.746 3.534 1.662
N -1.898 -0.659 -0.483
C -2.782 2.350 1.276
O 7.508 -4.970 -2.713
C -0.236 1.403 0.846
C 0.145 -1.390 0.161
C -0.183 -1.063 0.796
N -0.760 -1.642 -0.558
O 2.854 0.706 0.107
N -5.133 3.179 2.235
O 2.711 -3.391 -0.492
H -0.618 -0.813 2.073
H 1.777 -1.785 -0.524
H -1.296 1.203 -1.593
H 0.642 1.952 -2.568
H 1.816 -1.222 0.032
H -2.163 1.016 -0.736
H -0.912 -1.222 2.088
H 0.447 1.830 -1.313
H -1.578 1.116 1.687
H 0.887 -1.895 -0.742
H -0.887 -0.709 2.346
H -0.932 1.925 1.263
H 1.476 -1.291 1.049
H 0.608 2.505 0.737
H -1.851 0.600 -1.701
H -1.612 -1.775 -0.897
H 0.284 1.197 -2.398
H -0.867 1.192 0.611
H 0.982 0.155 0.780
H -2.435 0.002 -0.004
H -1.024 -0.238 -1.254
H -0.605 2.138 -0.351
H 2.304 0.027 -1.388
H -1.894 -0.860 0.901
H -0.893 1.848 -1.675
H 0.729 1.220 -1.033
H 1.391 -0.458 0.415
Cl 0.073 -0.838 0.397
C 0.137 -0.317 0.359
C -0.226 -0.114 0.167
Cl -0.040 0.034 -0.061
H -0.083 0.257 0.055
H 0.134 0.153 -0.025
H -0.111 0.008 -0.167
H 0.092 -0.156 -0.192
Cl 0.049 0.045 0.159
C -0.177 0.074 0.047
C -0.074 0.276 -0.180
Cl 0.053 0.023 0.031
H 0.233 0.078 0.075
H 0.071 -0.097 0.154
H 0.095 -0.103 -0.121
H -0.111 -0.243 -0.099
Cl 0.019 0.018 0.038
C 0.082 -0.297 -0.009
C -0.037 -0.130 -0.330
Cl -0.013 0.039 0.025
H -0.260 0.027 0.071
H -0.052 0.016 0.196
H 0.018 0.217 -0.027
H 0.248 0.107 0.039
Cl 0.140 0.127 -0.082
C 0.052 -0.170 -0.012
C -0.022 -0.176 0.175
Cl 0.076 0.041 -0.102
H 0.186 -0.102 -0.109
H 0.343 0.404 -0.383
H 0.212 0.161 0.004
H -0.094 0.232 0.076
Cl 0.014 -0.026 0.030
C 0.230 0.076 -0.213
C -0.077 0.228 -0.144
Cl -0.039 0.002 0.007
H -0.188 -0.171 -0.106
H 0.012 -0.201 0.022
H -0.108 0.021 0.153
H 0.140 0.059 0.236
Cl -0.005 0.047 -0.092
C -0.273 -0.137 -0.003
C -0.065 -0.291 0.321
Cl -0.760 -0.462 0.335
H 0.196 -0.122 -0.144
H 0.028 0.055 -0.200
H 0.126 0.133 0.061
H -0.104 0.251 0.061
Cl 0.002 0.047 0.017
C 0.036 0.095 -0.284
C -0.007 -0.177 -0.248
Cl -0.615 -0.598 -0.679
H 0.221 -0.109 0.111
H 0.132 0.115 0.096
H -0.113 -0.059 0.134
H -0.159 0.184 0.083
Cl 0.017 -0.034 0.064
C -0.229 0.009 -0.370
C 0.271 0.299 -0.141
Cl -0.070 -0.009 0.079
H -0.019 0.194 0.203
H -0.121 -0.079 0.135
H 0.134 -0.074 0.119
H 0.025 -0.264 -0.051
Cl 0.079 -0.043 -0.059
C -0.307 0.041 0.283
C -0.129 0.265 -0.049
Cl 0.036 -0.004 -0.023
H 0.228 0.131 0.080
H 0.127 -0.145 0.063
H 0.052 -0.026 -0.199
H -0.116 -0.206 -0.146
Cl 0.020 0.009 -0.142
C -0.207 0.230 -0.258
C -0.233 0.045 0.109
Cl -0.002 -0.032 0.030
H -0.021 -0.257 -0.065
H 0.155 -0.082 -0.132
H 0.098 -0.041 0.166
H 0.182 0.184 0.095
Cl 0.019 0.027 -0.033
C 0.176 -0.169 0.215
C -0.210 -0.192 0.195
Cl -0.005 0.031 -0.034
H -0.055 0.239 0.093
H 0.124 0.156 -0.043
H -0.083 0.000 -0.182
H 0.099 -0.138 -0.227


This record from the OMol25 dataset describes a single C4H8O2 molecule. The level of theory is the ωB97M-V functional and the def2-TZVPD basis.

energy	-307.60093	Eh
HOMO energy	-0.3580	Eh
net charge	0
SMILES	OC[C@@H]1CCO1
orbital gap	10.75	eV
relative energy (zero: lowest compared OMol25 entry of this formula, charge and spin)	70.0	kcal per mole

Positions of all 14 atoms, in Å:
1 O -1.559 -0.998 -0.340
2 C -1.580 0.291 0.236
3 C -0.105 0.573 0.471
4 C 0.868 0.588 -0.657
5 C 1.456 -0.723 -0.011
6 O 0.563 -0.482 1.116
7 H -0.727 -1.322 -0.203
8 H -2.263 0.852 -0.337
9 H -1.923 0.278 1.340
10 H -0.116 1.446 1.209
11 H 0.383 0.382 -1.617
12 H 1.344 1.534 -0.820
13 H 2.484 -0.820 0.246
14 H 1.176 -1.598 -0.635

Atomic forces in eV per Å
O -4.228 0.796 -1.064
C 1.282 -2.557 2.780
C -0.924 3.817 1.711
C -0.271 -0.656 -1.647
C -1.267 1.282 -0.911
O 0.454 -1.925 0.308
H 2.934 -1.761 0.778
H -0.126 1.435 -0.684
H -0.268 -0.300 -1.522
H 0.471 -0.561 -1.182
H 0.038 -0.151 0.070
H 1.093 0.145 0.367
H 0.762 0.212 0.475
H 0.048 0.223 0.520